A 10-piece molecular cluster, C34H95N7O13 overall in a non-equilibrium geometry. Source: OMol25; level of theory: ωB97M-V with the def2-TZVPD basis set.

Computed properties:
- orbital gap (Ha) = 0.3229
- relative energy (zero: lowest compared OMol25 entry of this formula, charge and spin) (eV) = 2.7342
- highest occupied orbital energy (eV) = -8.32
- SMILES = COC[C@H](C)N.COC[C@H](C)N.COC[C@H](C)N.COC[C@H](C)N.COC[C@H](C)N.COC[C@H](C)N.COC[C@H](C)N.OCCO.OCCO.OCCO

```
! wB97M-V def2-TZVPD RIJCOSX def2/J DEFGRID3
* xyz 0 1
O -17.566 -21.164 -4.515
O -13.159 -19.813 -9.430
O -12.638 -24.740 -12.987
O -17.839 -19.274 -10.110
O -11.566 -21.963 -3.550
O -14.542 -19.907 -3.982
O -8.101 -22.449 -9.214
O -8.834 -23.254 -1.503
O -12.804 -17.041 -9.040
O -12.506 -22.095 -6.678
O -11.173 -18.044 -11.322
O -10.286 -17.640 -4.820
O -10.890 -27.722 -8.404
N -13.756 -21.432 -11.815
N -14.952 -20.295 -0.304
N -13.445 -26.668 -9.295
N -15.081 -22.369 -5.619
N -15.543 -17.272 -8.048
N -8.709 -24.358 -6.154
N -7.897 -17.700 -6.451
C -14.759 -23.619 -11.282
C -9.166 -17.351 -6.949
C -9.827 -23.372 -2.445
C -12.403 -25.940 -8.617
C -12.762 -25.859 -7.059
C -13.264 -20.518 -8.209
C -12.625 -21.919 -7.986
C -12.539 -16.320 -10.273
C -12.072 -25.324 -14.156
C -8.827 -23.186 -7.086
C -14.830 -19.519 -2.668
C -9.502 -28.094 -8.548
C -15.065 -21.950 -2.052
C -10.402 -17.904 -6.216
C -17.776 -20.515 -10.719
C -17.584 -22.304 -5.340
C -16.635 -17.478 -8.998
C -11.037 -18.434 -3.929
C -9.273 -17.865 -8.408
C -15.030 -19.046 -4.997
C -13.534 -22.924 -11.779
C -16.677 -19.013 -9.304
C -8.467 -22.937 -10.501
C -12.362 -17.254 -11.405
C -18.657 -21.197 -3.648
C -14.486 -20.693 -1.661
C -13.039 -23.400 -13.125
C -8.046 -23.550 -8.298
C -10.273 -21.984 -2.894
C -16.406 -22.383 -6.275
C -16.529 -23.644 -7.134
C -16.570 -16.607 -10.267
C -11.022 -26.420 -8.885
C -8.200 -21.911 -6.439
H -7.802 -21.190 -7.129
H -16.095 -21.976 -2.365
H -16.164 -19.076 -4.960
H -9.406 -23.899 -3.277
H -13.288 -17.843 -11.483
H -13.376 -22.131 -6.251
H -11.505 -21.701 -4.459
H -9.427 -23.423 -10.455
H -9.294 -28.113 -9.615
H -9.513 -29.120 -8.183
H -10.272 -17.746 -8.808
H -14.540 -22.386 -2.906
H -12.665 -23.062 -11.137
H -18.766 -20.185 -3.140
H -14.464 -24.641 -10.911
H -12.194 -26.642 -6.571
H -18.547 -22.410 -5.903
H -9.558 -21.613 -3.636
H -6.976 -23.712 -7.938
H -10.715 -18.109 -2.950
H -14.819 -17.972 -4.731
H -10.503 -18.995 -6.453
H -15.723 -16.893 -10.869
H -8.955 -23.992 -5.238
H -8.239 -24.496 -8.784
H -14.591 -17.560 -8.305
H -9.169 -23.017 -0.582
H -13.358 -15.631 -10.449
H -15.959 -19.442 -2.635
H -12.203 -22.740 -13.453
H -17.539 -23.778 -7.583
H -15.810 -19.272 -9.909
H -17.512 -17.302 -8.353
H -14.894 -22.599 -1.217
H -12.789 -17.982 -9.195
H -13.253 -26.768 -10.280
H -14.896 -23.231 -5.067
H -14.268 -18.564 -2.477
H -12.700 -25.187 -15.057
H -9.337 -16.279 -6.957
H -8.596 -17.337 -9.091
H -12.524 -24.966 -9.106
H -15.298 -23.061 -10.461
H -7.234 -18.312 -6.870
H -13.584 -20.334 -10.138
H -12.079 -18.110 -4.055
H -10.740 -23.902 -2.141
H -12.275 -24.970 -6.663
H -8.415 -22.063 -11.177
H -13.368 -20.811 -1.689
H -11.261 -17.460 -6.651
H -15.749 -23.722 -7.934
H -13.830 -23.406 -13.905
H -16.386 -24.601 -6.587
H -13.817 -25.996 -6.888
H -10.331 -21.269 -2.023
H -12.222 -16.750 -12.355
H -17.505 -16.754 -10.871
H -17.017 -20.660 -11.482
H -10.982 -19.519 -4.107
H -14.896 -21.528 -5.049
H -13.300 -22.650 -8.485
H -15.509 -16.320 -7.807
H -11.137 -18.429 -10.443
H -15.945 -20.288 -0.331
H -17.692 -21.283 -9.969
H -8.787 -27.390 -7.985
H -18.382 -21.984 -2.931
H -7.697 -17.395 -5.537
H -10.362 -25.640 -8.500
H -14.340 -20.617 -7.854
H -12.660 -19.962 -7.501
H -16.426 -21.555 -7.036
H -14.528 -21.126 -12.393
H -10.797 -26.369 -9.979
H -11.052 -25.022 -14.386
H -19.623 -21.430 -4.130
H -13.629 -27.571 -8.924
H -15.491 -23.701 -12.118
H -12.098 -26.400 -14.010
H -9.030 -18.937 -8.325
H -18.648 -20.636 -11.315
H -14.671 -19.397 -5.935
H -11.682 -22.037 -8.507
H -8.970 -21.452 -5.828
H -16.311 -15.555 -10.062
H -7.783 -23.755 -10.901
H -9.863 -22.941 -7.325
H -16.789 -19.613 -8.377
H -7.358 -22.208 -5.815
H -17.566 -23.186 -4.582
H -11.680 -15.698 -10.063
H -12.991 -21.094 -12.383
H -14.539 -19.460 0.031
H -9.524 -24.940 -6.356
*
```